DFT (ωB97M-V with the def2-TZVPD basis set) results for a structure of composition C29H79LiN4O13.

Last column: Löwdin charge in e.
Cartesian coordinates (Å):
C 15.093 57.535 51.486  -0.1204
H 18.750 49.638 50.315  0.1440
C 17.987 55.508 50.762  -0.0783
H 20.959 49.638 43.652  0.1337
H 17.417 51.798 52.990  0.1968
H 17.317 53.313 44.712  0.0127
H 17.706 48.839 51.581  0.0924
C 15.689 52.478 51.782  -0.1812
H 11.438 54.368 46.842  0.0610
H 14.803 52.732 46.677  0.0995
H 19.028 53.422 43.899  0.1675
O 22.287 53.559 48.188  -0.1733
H 18.537 52.519 48.911  0.0132
C 11.746 59.325 51.049  -0.1961
O 14.958 50.982 45.633  -0.0716
O 18.220 53.132 51.999  -0.3357
H 20.043 54.336 47.439  0.0489
N 13.845 58.005 50.750  -0.0150
H 19.777 53.485 50.908  -0.0008
C 17.761 53.062 48.591  -0.1601
O 21.193 50.136 41.700  -0.1664
H 15.175 52.797 52.615  0.0968
H 16.250 53.374 51.551  0.0793
H 16.728 55.076 52.583  0.0638
H 18.983 55.061 52.566  0.0708
H 17.233 53.474 49.492  0.0642
C 13.342 52.746 48.862  -0.1255
H 10.920 61.922 51.117  0.0666
H 15.604 50.128 43.871  0.0652
O 16.557 53.975 46.797  -0.1061
H 23.315 52.572 45.867  0.1419
O 18.699 52.195 45.660  -0.2248
H 17.938 52.033 46.454  0.1596
H 19.473 51.917 50.521  0.1335
H 9.487 61.493 51.834  0.0919
H 12.670 51.935 49.199  0.1581
H 14.705 58.259 57.663  0.1007
C 14.727 59.074 56.887  -0.0811
N 17.333 55.659 54.487  0.0605
H 16.872 53.201 46.975  -0.3325
H 13.518 59.629 52.206  0.1242
H 15.324 49.050 45.110  0.0783
H 12.244 53.155 46.396  0.0832
H 9.763 61.009 50.169  0.1136
H 20.290 51.544 40.542  0.0922
C 14.226 53.244 49.953  -0.1556
H 15.518 59.718 57.077  0.0568
H 19.257 55.563 46.383  0.0902
Li 16.387 51.512 49.358  0.6614
H 13.297 57.263 50.776  0.0256
H 17.556 54.438 50.602  0.1022
C 16.039 56.643 50.566  -0.2228
C 10.283 61.076 51.182  -0.1725
H 15.133 55.900 54.525  0.1023
H 22.164 51.611 47.683  0.1001
O 12.559 53.918 48.382  -0.1343
H 16.560 53.687 53.524  0.0955
C 18.136 52.826 44.522  -0.1163
H 21.937 52.507 43.164  0.1028
H 19.333 53.844 46.134  0.0027
H 15.788 50.807 52.643  0.1268
H 14.209 51.419 50.860  0.0657
C 11.774 53.515 47.266  -0.0883
O 10.860 60.033 51.886  -0.1669
H 20.563 51.803 45.135  0.0048
H 15.550 55.790 50.101  0.1123
H 21.855 53.723 45.619  0.1063
H 17.997 52.045 43.878  0.0303
H 18.067 55.716 49.830  0.0400
H 14.811 57.100 52.596  0.1359
H 21.938 50.987 40.015  0.0582
H 18.938 55.494 51.090  0.0657
N 21.467 51.524 45.146  -0.0498
H 15.020 53.759 49.606  0.0555
H 21.187 52.893 49.874  0.0718
C 18.141 49.797 51.308  -0.1237
H 12.032 60.070 50.269  0.1269
C 17.123 54.589 53.416  -0.1734
H 19.817 50.729 43.214  0.0863
C 15.292 53.751 46.364  -0.1415
C 21.585 53.771 49.330  -0.1645
H 20.546 52.490 47.620  0.1257
H 11.032 52.887 47.566  0.0644
H 20.353 52.283 52.064  0.1347
H 15.023 53.900 45.337  0.0939
C 16.598 51.353 52.187  -0.2380
N 14.819 52.078 50.599  -0.0660
O 20.910 55.270 45.690  -0.1088
O 17.247 50.807 51.120  -0.2291
H 16.775 50.031 45.188  0.1036
H 15.845 56.812 56.534  0.0987
H 12.811 58.205 52.682  0.0992
C 13.048 58.711 51.775  -0.2078
H 20.786 54.183 48.990  -0.0055
C 21.804 51.539 43.718  -0.2250
C 16.066 57.418 55.719  -0.1488
H 19.275 53.753 53.802  0.1910
H 17.914 56.123 54.011  -0.0130
C 16.000 56.466 54.466  -0.0978
C 20.836 50.562 43.035  -0.1979
O 16.757 52.480 47.778  -0.3375
C 18.513 54.229 52.967  -0.1524
O 17.096 56.446 51.362  -0.1606
C 19.467 52.719 51.482  -0.1343
C 15.671 50.080 44.928  -0.1930
H 18.269 53.995 48.048  0.1352
H 22.965 51.067 43.717  0.1753
H 13.840 52.550 48.206  -0.0544
H 22.189 54.319 50.034  0.1122
C 21.286 51.173 40.801  -0.1588
H 13.883 53.860 50.901  0.1736
H 14.894 54.496 46.799  0.0270
H 13.783 59.609 56.849  0.0879
C 21.683 52.506 47.356  -0.1582
C 22.166 52.625 45.843  -0.1685
H 15.934 57.017 53.583  0.0334
H 15.715 58.367 51.694  0.1018
H 16.882 57.812 55.867  0.0353
H 11.372 58.379 50.709  0.1043
H 18.841 49.886 52.091  0.0739
O 14.884 58.242 55.730  -0.2060
C 19.837 54.694 46.403  -0.1631
H 21.278 55.855 46.356  0.0954
H 21.847 52.128 41.154  0.1013
H 16.356 57.102 49.662  0.1228
H 15.474 51.438 46.216  -0.0280

Atoms 1-6, force components in eV/Å:
C -1.503 -1.342 -0.518
H -1.228 0.347 1.863
C -4.355 -2.196 1.542
H 0.100 0.420 -0.570
H -2.625 -1.837 -1.693
H -4.244 3.258 0.906

Properties
HOMO-LUMO gap (Ha): 0.2726
ΔE to the lowest compared entry with this formula, charge and spin (kJ/mol): 557.0
E_tot (Ha): -2355.8789